Entry from OMol25: C3H6N2 in the gas phase at a distorted geometry (ωB97M-V/def2-TZVPD).

Geometry as XYZ:
```
11
Properties=species:S:1:pos:R:3:forces:R:3
C -1.142 -0.044 -0.022 4.14 1.29 0.75
C 1.105 0.632 -0.236 0.94 5.12 0.53
C 1.020 -0.816 -0.173 3.75 -2.60 6.35
H -3.007 -0.150 0.283 1.59 0.99 -1.62
H -0.750 0.309 0.965 -1.03 -0.86 0.39
H 1.757 1.554 -0.767 -1.66 -3.43 0.63
H 0.720 1.139 0.707 0.79 -0.53 -0.90
H 0.566 -0.934 1.003 2.00 -1.01 -2.58
H 1.918 -1.486 -0.444 -2.25 0.71 -0.25
N -2.249 -0.044 -0.489 -5.33 -1.60 0.33
N 0.061 -0.161 -0.826 -2.94 1.93 -3.62
```
Positions in Å, forces in eV/Å.

The HOMO energy comes out at -9.86 eV. Its structure (SMILES) is [H]/N=C/N1CC1. The HOMO-LUMO gap is 10.9 eV. The total charge is 0. Its spin multiplicity is 1.